Formula: C27H26FeN3OP
Source: OMol25
Level of theory: wB97M-V/def2-TZVPD

Each line ends with the Löwdin charge.
Atoms and positions in Å:
Fe 8.713 12.071 9.831  0.43
C 12.483 10.571 9.185  -0.04
C 12.674 11.897 9.971  -0.27
C 13.880 12.074 10.647  -0.06
C 14.029 13.008 11.714  -0.06
C 12.856 13.730 12.047  -0.10
C 11.781 13.772 11.200  -0.07
C 11.654 12.870 10.087  -0.31
P 10.475 13.204 8.749  0.99
C 11.457 13.158 7.201  -0.28
C 12.593 13.983 7.202  -0.10
C 13.459 13.866 6.125  -0.08
C 13.240 12.992 5.028  -0.07
C 12.084 12.222 4.997  -0.06
C 11.153 12.283 6.036  -0.23
C 9.936 11.383 6.100  -0.09
C 10.050 14.911 8.979  -0.29
C 9.777 15.496 7.718  -0.13
C 8.423 15.863 7.263  -0.09
C 7.191 15.643 7.917  -0.11
C 6.888 14.977 9.150  -0.04
C 7.841 14.487 10.030  -0.30
C 6.418 13.051 11.337  -0.02
H 12.779 9.704 9.784  0.08
H 13.208 10.586 8.392  0.07
H 11.454 10.404 8.830  0.05
H 14.627 11.342 10.519  0.09
H 15.072 13.236 12.131  0.12
H 12.786 14.252 13.001  0.10
H 11.030 14.554 11.385  0.08
H 12.657 14.805 7.979  0.14
H 14.356 14.418 6.143  0.08
H 13.941 13.140 4.207  0.10
H 11.912 11.579 4.157  0.10
H 9.544 11.147 5.061  0.10
H 9.130 11.890 6.693  0.05
H 10.099 10.404 6.562  0.07
H 10.528 15.952 7.076  0.09
H 8.304 16.317 6.263  0.09
H 6.354 16.181 7.456  0.09
H 5.871 14.819 9.381  0.08
H 5.457 13.417 11.022  0.05
H 6.358 12.274 12.088  0.04
O 9.405 15.819 11.202  0.08
C 9.127 15.092 10.234  -0.37
N 7.584 13.282 10.720  -0.13
N 7.236 9.510 8.201  0.14
C 8.129 9.130 9.150  -0.34
C 8.516 7.785 9.396  -0.03
C 9.422 7.466 10.389  -0.05
C 10.075 8.558 11.024  -0.07
C 9.744 9.852 10.723  -0.17
N 8.687 10.135 9.935  -0.01
H 6.547 8.779 7.993  0.11
H 6.785 10.379 8.379  0.08
H 8.003 7.069 8.661  0.14
H 9.687 6.407 10.558  0.12
H 10.944 8.419 11.619  0.10
H 10.231 10.656 11.275  0.12

Values from the calculation:
Energy relative to the best compared isomer or geometry (same formula, charge and spin)   143.29 kcal/mol
Charge   0
Orbital gap (alpha / beta)   5.4 / 6.5 eV
Multiplicity   5